43
Properties=species:S:1:pos:R:3 method="wB97M-V/def2-TZVPD" homo_ev=-10.07 total_energy_ev=-31627.830 relative_energy_ev=5.542
N -3.41500 -1.24277 1.55819
H -3.20700 -2.21877 1.04719
H -3.86200 -0.67177 0.82119
H -2.41300 -1.02377 1.92619
H -4.08500 -1.32577 2.26819
C -0.27300 0.17223 -0.11281
O -1.29900 -0.30977 -0.64881
O 0.64700 -0.56877 0.52519
O -0.02700 1.43223 -0.14281
H 0.33500 -1.42177 0.52019
O -0.32200 -0.92577 -3.04681
H -0.65400 -0.18177 -3.56481
H -0.86300 -0.83277 -2.16081
O -3.23400 0.88423 -2.02481
H -2.60900 0.29423 -1.59581
H -3.20600 1.74523 -1.64881
O 1.23800 -0.61977 3.26119
H 0.77300 -1.27777 2.74319
H 1.46900 0.10923 2.62319
O -0.23900 -2.68877 2.12919
H 0.06800 -2.86277 3.06119
H 0.26200 -3.12977 1.44119
O 3.40800 0.25023 0.09019
H 3.51500 0.47323 -0.80781
H 2.49400 0.07223 0.09019
O -1.80500 2.80523 0.96819
H -1.29900 2.27023 0.53719
H -2.20200 3.10323 0.29519
O 1.29200 -3.46177 0.03219
H 1.58300 -3.01277 -0.72281
H 1.97500 -4.23777 0.22619
O 1.69600 1.69523 -2.18381
H 2.51700 1.91023 -1.65981
H 1.12200 1.31123 -1.67981
O 1.32000 2.10023 2.04619
H 0.95200 1.62223 1.26519
H 2.08200 2.66123 1.93619
O -0.04100 3.98923 -1.19181
H 0.75800 3.52523 -1.47681
H -0.57600 3.46123 -0.57181
O 2.03700 -1.62777 -1.85981
H 2.70300 -1.07977 -2.02381
H 1.38500 -1.16577 -2.28781